{
  "formula": "C9H14O",
  "method": "ωB97M-V with the def2-TZVPD basis set",
  "smiles": "Cc1ccc(O)cc1.CC",
  "charge": 0,
  "mol_weight_g_mol": 138.2,
  "relative_energy_kcal_mol": 13.8,
  "max_force_ev_per_a": 2.21,
  "e_homo_ev": -8.789,
  "gap_ev": 9.66,
  "elements": ["C", "C", "H", "H", "H", "H", "H", "H", "C", "C", "C", "C", "C", "C", "C", "O", "H", "H", "H", "H", "H", "H", "H", "H"],
  "positions_angstrom": [[1.810945, -0.832576, 2.058554], [0.764197, 0.254477, 2.293233], [2.319055, -1.138189, 2.959191], [1.349213, -1.662069, 1.500443], [2.539997, -0.532342, 1.289003], [0.064536, 0.385475, 1.477592], [1.276153, 1.128417, 2.667550], [0.105608, -0.153975, 3.078355], [0.334410, 2.392580, -1.405923], [-1.397445, -1.430538, -0.834350], [-2.144645, -0.303417, -0.523794], [-0.102020, -1.359609, -1.319521], [-1.509958, 0.924072, -0.694196], [0.549052, -0.131899, -1.377323], [-0.188474, 1.014543, -1.106334], [-1.926742, -2.678173, -0.448056], [-3.153905, -0.460209, -0.212465], [-2.103664, -3.192571, -1.256376], [0.392923, -2.298298, -1.527618], [-2.089325, 1.816678, -0.521873], [1.620269, -0.115893, -1.548175], [0.166319, 3.150827, -0.642575], [-0.095954, 2.778018, -2.341504], [1.419465, 2.444660, -1.563849]],
  "forces_ev_per_a": [[-0.3147, 0.0225, -2.1921], [-0.1969, -1.4938, 1.1696], [0.0839, -0.2224, 0.1718], [-0.0376, -0.2398, 0.8161], [0.1967, 0.3305, 0.5374], [0.4435, 0.4828, -0.4433], [-0.3772, 0.6111, -0.1302], [0.2054, 0.4773, 0.1285], [0.9297, 0.5971, -0.3506], [-0.3917, -0.6940, 0.6658], [1.3215, -0.1419, -0.5440], [0.1012, -0.0417, 0.5510], [-0.7586, -0.5710, -0.0267], [-0.4792, -0.4411, 0.0696], [0.1190, 0.8539, -0.2716], [-0.0736, 0.2389, -1.1740], [-0.4450, 0.2628, 0.3218], [0.1266, 0.1471, 0.5176], [0.2416, 0.0399, 0.0592], [0.0678, 0.2903, 0.0447], [-0.1526, 0.2523, -0.3769], [-0.4215, -0.1902, 0.2206], [-0.0655, -0.1425, 0.2351], [-0.1229, -0.4282, 0.0006]]
}

{
  "formula": "C2H6N2O2",
  "method": "ωB97M-V with the def2-TZVPD basis set",
  "charge": 0,
  "mol_weight_g_mol": 90.1,
  "relative_energy_kcal_mol": 53.0,
  "max_force_ev_per_a": 4.73,
  "e_homo_ev": -8.522,
  "gap_ev": 7.62,
  "elements": ["N", "C", "N", "H", "H", "H", "H", "H", "O", "C", "O", "H"],
  "positions_angstrom": [[0.587294, -1.069005, 0.735042], [-0.601208, -1.619955, 0.330010], [-1.707276, -0.862567, -0.163640], [1.502072, -1.463755, 0.530057], [0.676292, 0.019458, 0.487080], [-0.847560, -2.631102, 0.365185], [-2.063595, -1.327947, -0.986817], [-1.484946, 0.151060, -0.256288], [-0.074676, 2.006084, -0.912882], [0.989754, 2.234737, -0.283145], [1.407934, 1.544584, 0.640975], [1.615914, 3.018403, -0.485579]],
  "forces_ev_per_a": [[-3.5470, 0.8612, -2.4478], [0.8507, 4.5979, -0.7413], [3.8049, -0.6628, 1.7796], [-0.4944, -0.9186, 0.7462], [0.2635, -0.4302, 1.0414], [0.3660, -1.8692, -0.0123], [-0.5709, 0.0983, 0.1588], [-0.0919, -0.5496, -0.3708], [0.2845, 0.2043, -0.1420], [-3.0757, -1.7931, -0.7153], [0.7880, -2.3723, 1.9460], [1.4223, 2.8342, -1.2427]]
}

{
  "formula": "C14H17F9N3O5S",
  "method": "ωB97M-V with the def2-TZVPD basis set",
  "charge": -1,
  "mol_weight_g_mol": 510.4,
  "relative_energy_kcal_mol": 57.2,
  "max_force_ev_per_a": 4.13,
  "e_homo_ev": -4.094,
  "gap_ev": 6.08,
  "elements": ["C", "N", "C", "C", "N", "O", "C", "O", "C", "C", "C", "F", "F", "C", "F", "F", "S", "F", "F", "F", "F", "F", "C", "C", "C", "C", "C", "C", "H", "H", "H", "H", "H", "H", "H", "H", "H", "H", "H", "H", "H", "H", "H", "H", "H", "N", "O", "O", "O"],
  "positions_angstrom": [[5.032971, 0.655522, 1.931551], [4.695696, 0.387754, 0.506847], [3.659778, 1.296279, -0.012331], [2.196044, 0.626351, -0.043127], [1.779636, 0.393414, 1.357092], [1.370645, 1.557066, -0.758399], [0.500170, 0.945561, -1.679844], [0.858256, 0.917637, -2.828283], [-0.894448, 0.374802, -1.282255], [-1.738505, 1.323164, -0.330987], [-2.089495, 0.701146, 1.068627], [-1.869133, 1.751114, 1.988623], [-1.178071, -0.266477, 1.482137], [-3.589483, 0.301874, 1.292028], [-3.722898, -0.125147, 2.599508], [-4.344092, 1.437811, 1.200065], [-4.344973, -0.977990, 0.164642], [-5.835394, -0.451938, 0.600128], [-4.405626, 0.009870, -1.120164], [-2.915479, -1.639907, -0.257167], [-4.397492, -2.056163, 1.420995], [-5.074896, -2.123452, -0.739668], [2.370264, -0.776284, -0.720989], [1.639869, -1.946967, -0.193662], [1.800479, -3.291368, -0.769287], [2.703198, -3.559088, -1.902737], [3.421009, -2.390117, -2.438348], [3.257285, -1.056489, -1.860569], [4.566246, 1.592858, 2.329189], [6.151368, 0.730538, 2.006001], [4.681916, -0.226812, 2.531077], [5.514277, 0.488894, -0.089458], [3.887261, 1.534977, -1.092133], [3.550629, 2.263995, 0.548429], [2.057497, 1.240744, 1.867708], [2.439453, -0.319488, 1.700178], [-0.748998, -0.663066, -0.894175], [-1.488317, 0.274147, -2.234351], [-2.638389, 1.764167, -0.844287], [-1.073911, 2.213910, -0.132348], [0.950697, -1.876606, 0.686369], [1.266249, -4.186875, -0.361342], [2.850120, -4.583304, -2.320509], [4.137204, -2.510853, -3.281454], [3.854684, -0.226458, -2.296203], [-7.211521, 2.617965, 0.801165], [-7.275256, 2.289957, -0.402775], [-6.412548, 3.506402, 1.164100], [-7.943975, 2.056932, 1.640398]],
  "forces_ev_per_a": [[0.5217, -0.7591, -0.1825], [-0.4653, 1.4643, 0.4231], [-0.9976, -0.0631, -1.6166], [2.6397, -0.9092, 0.4046], [0.5263, 0.4401, -0.4830], [-0.8650, -1.2294, 0.5097], [-0.2238, -0.0165, -1.1808], [-0.3320, 0.0528, 0.7245], [-0.6369, 0.3853, -0.2089], [0.9936, 0.0741, -0.0511], [1.6447, 1.6939, 0.2787], [-0.6634, -1.2398, -0.7506], [-1.7055, 0.6929, -0.8379], [-0.2397, 1.7759, 2.3293], [0.3358, 0.3557, -1.7553], [1.2285, -1.5262, -0.4315], [-3.5336, -2.1247, 0.1870], [1.9378, -0.7006, -0.4603], [0.8955, -0.9126, 1.2575], [-0.8854, 1.1063, 0.0323], [0.1785, 0.8773, -1.4587], [0.8797, 1.0752, 0.6046], [-0.4205, -3.0320, -0.9713], [1.0128, -0.6437, -1.3202], [1.3962, 0.7992, -1.2450], [-0.3540, 3.1031, 1.2464], [-1.1424, 0.0783, 1.6197], [-0.9039, -1.1715, 0.7505], [0.4062, -0.7222, -0.3634], [-1.0390, -0.0583, 0.2824], [0.4133, 0.9417, -0.1898], [-0.2447, -0.0747, 0.4050], [-0.1445, -0.0208, 1.1464], [0.2266, -0.7067, -0.3923], [-0.4953, -0.2758, -0.0951], [-0.5221, 0.2307, -0.1332], [-0.0542, 0.9554, -0.0605], [0.9750, 0.0006, 0.8173], [0.7597, -0.8227, 0.6444], [-0.7904, -0.9744, 0.2432], [0.7458, 0.2312, -0.9969], [0.3682, 1.2177, -0.1702], [-0.2119, 1.0972, 0.4410], [-0.6921, 0.1136, 0.7425], [-0.6026, -0.7585, 0.2978], [-0.0349, -0.0114, 0.0204], [0.0536, -0.0440, -0.1125], [0.0965, 0.0896, 0.0098], [-0.0350, -0.0544, 0.0495]]
}

{
  "formula": "C21H30N4O",
  "method": "ωB97M-V with the def2-TZVPD basis set",
  "smiles": "CCCc1cc(C(=O)N2CCC[C@@H](Nc3ccc(C)c(C)c3)C2)n(C)n1",
  "charge": 0,
  "mol_weight_g_mol": 354.5,
  "relative_energy_kcal_mol": 27.4,
  "max_force_ev_per_a": 0.74,
  "e_homo_ev": -7.620,
  "gap_ev": 8.32,
  "elements": ["C", "C", "H", "H", "C", "C", "N", "N", "C", "C", "H", "C", "O", "N", "C", "H", "C", "C", "H", "H", "C", "N", "C", "C", "C", "C", "C", "C", "H", "C", "H", "H", "H", "C", "H", "H", "H", "H", "H", "H", "C", "H", "H", "H", "H", "H", "H", "C", "H", "H", "H", "H", "H", "H", "H", "H"],
  "positions_angstrom": [[4.716182, -3.803308, 0.553301], [4.228478, -5.084120, 1.218485], [4.788533, -5.933797, 0.822397], [4.408890, -5.030830, 2.293478], [2.731548, -5.326372, 0.984701], [1.899754, -4.269175, 1.625030], [1.615580, -4.288467, 2.920048], [0.883555, -3.215253, 3.170234], [0.702405, -2.455760, 2.062014], [1.344419, -3.127392, 1.031281], [1.376331, -2.861328, -0.005425], [-0.167641, -1.261789, 2.071103], [-1.248066, -1.275368, 2.645852], [0.275556, -0.159678, 1.424463], [1.538374, 0.005493, 0.750145], [2.216168, -0.800200, 1.029794], [1.329242, 0.059063, -0.775465], [-0.115788, 0.453173, -1.085211], [-0.774136, -0.410592, -0.965124], [-0.203717, 0.803899, -2.114276], [-0.574511, 1.558485, -0.119081], [-1.874703, 2.092035, -0.439306], [-2.123113, 2.878797, -1.550960], [-3.439297, 3.016133, -1.994766], [-3.739632, 3.844863, -3.054941], [-2.753536, 4.562441, -3.717804], [-1.432577, 4.431385, -3.284683], [-1.132929, 3.598492, -2.217994], [-0.102343, 3.518437, -1.906593], [-0.332824, 5.185172, -3.970530], [-0.512017, 6.258384, -3.913606], [0.629749, 4.971368, -3.512363], [-0.282036, 4.915055, -5.025058], [-3.103656, 5.453515, -4.871134], [-4.173091, 5.425765, -5.064725], [-2.817413, 6.484695, -4.664016], [-2.581170, 5.140829, -5.775349], [-4.767174, 3.933469, -3.378900], [-4.226430, 2.467775, -1.496327], [-2.636224, 1.465268, -0.217077], [-0.602395, 0.986342, 1.310219], [-1.608269, 0.644745, 1.568290], [-0.311012, 1.753988, 2.036485], [0.143383, 2.384048, -0.164037], [2.017183, 0.786663, -1.207835], [1.546219, -0.908743, -1.228233], [1.971072, 0.950858, 1.097882], [0.421603, -2.947348, 4.501843], [0.421752, -3.886793, 5.050246], [1.083322, -2.238385, 5.006423], [-0.584419, -2.532253, 4.459523], [2.526597, -5.345501, -0.087750], [2.459764, -6.292669, 1.412384], [5.782457, -3.669029, 0.720370], [4.538538, -3.837780, -0.519894], [4.194581, -2.939442, 0.959768]],
  "forces_ev_per_a": [[0.0390, -0.1788, 0.1659], [-0.0751, 0.0688, -0.1949], [0.0270, -0.0345, 0.0706], [0.0259, -0.0829, 0.0186], [0.2191, -0.0795, 0.2818], [-0.2688, 0.2344, -0.0826], [0.3174, -0.6410, 0.1989], [-0.1225, 0.4026, -0.6027], [0.2422, -0.5740, -0.2145], [-0.1614, 0.1617, 0.3365], [-0.0013, 0.1218, -0.2212], [-0.1770, 0.2442, 0.0769], [-0.0896, -0.1299, 0.1166], [-0.0516, 0.0228, 0.0187], [0.4411, -0.0425, -0.2114], [-0.0265, 0.1805, 0.0212], [-0.1105, -0.0305, 0.0621], [0.1639, 0.3135, 0.0365], [-0.0683, 0.0067, -0.0186], [-0.0611, -0.0364, -0.0078], [0.1424, -0.3295, -0.3067], [-0.2098, -0.1515, 0.4540], [-0.1500, 0.2182, -0.1924], [0.0496, -0.0752, 0.0455], [0.1216, -0.0296, 0.0162], [-0.0096, 0.0196, -0.0037], [-0.1665, -0.0266, -0.0293], [0.0374, -0.1551, 0.1337], [0.1252, -0.0177, 0.0382], [-0.0505, -0.0332, 0.0294], [0.0491, 0.0968, -0.0495], [0.0683, 0.0140, -0.0024], [0.0545, 0.0403, -0.0902], [0.0696, -0.0291, 0.0546], [-0.0520, 0.0329, -0.0510], [-0.0114, 0.1120, -0.0813], [-0.0032, 0.0554, -0.1225], [-0.0977, 0.0146, -0.0364], [-0.0904, -0.0497, 0.0681], [0.0874, 0.0482, 0.0077], [-0.3249, 0.2053, 0.0866], [0.1287, 0.1065, -0.0525], [-0.0851, -0.0376, -0.0198], [0.0009, -0.0666, 0.0207], [0.0539, -0.0121, -0.0382], [0.0839, -0.0145, -0.0179], [0.0240, -0.0786, 0.0108], [-0.1998, 0.1307, 0.6147], [0.0201, 0.0520, -0.0557], [-0.0280, -0.0584, -0.0145], [0.1173, -0.0686, 0.0108], [-0.0291, -0.0681, 0.0022], [-0.0621, -0.0236, -0.1032], [0.0918, 0.0817, -0.0313], [-0.0016, 0.0431, -0.1446], [-0.0159, 0.1269, -0.0008]]
}